No. 1
{"formula": "C31H50BeN4OP2S", "method": "the ωB97M-V functional and the def2-TZVPD basis", "species": ["Be", "C", "C", "C", "P", "C", "C", "C", "C", "C", "C", "C", "C", "C", "C", "N", "C", "C", "C", "C", "C", "C", "C", "P", "C", "C", "C", "C", "C", "C", "H", "H", "H", "H", "H", "H", "H", "H", "H", "H", "H", "H", "H", "H", "H", "H", "H", "H", "H", "H", "H", "H", "H", "H", "H", "H", "H", "H", "H", "H", "H", "H", "H", "H", "H", "H", "H", "H", "H", "H", "C", "C", "C", "N", "N", "C", "N", "S", "H", "H", "H", "H", "H", "H", "H", "C", "O", "H", "H", "H"], "xyz": [[-0.22, 0.33, 1.01], [-0.72, 2.98, -2.31], [0.72, 2.53, -1.88], [1.13, 1.25, -2.72], [0.60, 2.06, -0.11], [0.43, 3.61, 0.91], [1.31, 4.80, 0.50], [-1.00, 4.12, 1.20], [2.33, 1.60, 0.24], [3.46, 2.17, -0.36], [4.75, 1.70, -0.11], [6.04, 2.22, -0.77], [4.91, 0.60, 0.73], [3.78, 0.05, 1.35], [2.50, 0.50, 1.08], [1.33, -0.02, 1.66], [1.40, -1.18, 2.41], [2.08, -1.38, 3.63], [2.01, -2.57, 4.40], [1.06, -3.48, 3.96], [0.99, -4.77, 4.69], [0.38, -3.28, 2.82], [0.48, -2.17, 2.04], [-0.20, -1.91, 0.34], [-1.47, -3.13, 0.12], [-2.25, -2.73, -1.20], [-0.98, -4.58, -0.08], [1.26, -2.38, -0.71], [0.89, -2.52, -2.22], [2.21, -3.52, -0.16], [-0.73, 3.53, -3.20], [-1.49, 2.15, -2.31], [-1.06, 3.77, -1.61], [1.45, 3.35, -1.91], [0.37, 0.52, -2.46], [0.94, 1.51, -3.79], [2.12, 0.99, -2.50], [0.95, 3.33, 1.86], [0.88, 5.24, -0.44], [1.39, 5.57, 1.25], [2.34, 4.47, 0.31], [-1.37, 4.64, 0.35], [-1.54, 3.17, 1.38], [-1.00, 4.68, 2.11], [3.28, 2.98, -1.07], [5.96, 3.29, -0.98], [6.90, 2.04, -0.09], [6.23, 1.78, -1.69], [5.87, 0.16, 0.98], [4.07, -0.73, 2.06], [2.69, -0.53, 4.06], [2.56, -2.68, 5.26], [1.44, -5.54, 4.07], [1.49, -4.69, 5.68], [-0.10, -4.96, 4.90], [-0.36, -4.03, 2.59], [-2.20, -3.05, 0.98], [-1.60, -2.80, -2.10], [-3.06, -3.45, -1.41], [-2.56, -1.66, -1.29], [-0.33, -4.47, -0.96], [-0.41, -4.96, 0.80], [-1.79, -5.25, -0.32], [1.77, -1.43, -0.69], [0.39, -3.50, -2.40], [0.17, -1.74, -2.53], [1.86, -2.45, -2.75], [1.78, -4.49, -0.23], [3.22, -3.45, -0.62], [2.31, -3.35, 0.94], [-5.97, 1.68, -4.86], [-5.54, 0.47, -4.04], [-4.79, 0.85, -2.86], [-3.58, 0.46, -2.57], [-3.18, 0.83, -1.31], [-4.05, 1.58, -0.67], [-3.89, 1.90, 0.64], [-5.52, 1.79, -1.58], [-6.25, 1.46, -5.87], [-5.17, 2.40, -4.92], [-6.84, 2.21, -4.38], [-4.85, -0.17, -4.58], [-6.41, -0.17, -3.78], [-3.03, 1.60, 1.07], [-4.71, 1.78, 1.22], [-1.64, 0.49, 3.18], [-1.49, 0.74, 1.82], [-1.08, 1.16, 3.85], [-1.31, -0.49, 3.47], [-2.73, 0.59, 3.49]], "orbital_gap_ev": 7.332, "e_above_lowest_kj_mol": 73.56, "fmax_ev_per_a": 4.49, "homo_energy_ev": -6.77}

No. 2
{"formula": "C44H43BrN3O2S4Ti", "method": "the ωB97M-V functional and the def2-TZVPD basis", "species": ["Ti", "C", "C", "C", "C", "C", "H", "H", "H", "H", "H", "N", "C", "C", "C", "C", "C", "C", "S", "N", "C", "C", "C", "C", "C", "C", "N", "H", "H", "H", "H", "H", "H", "H", "H", "H", "C", "C", "C", "C", "C", "C", "C", "Br", "C", "O", "C", "C", "C", "C", "C", "C", "H", "H", "H", "H", "H", "H", "H", "H", "H", "H", "H", "H", "H", "H", "H", "H", "H", "H", "H", "H", "O", "C", "C", "C", "C", "C", "S", "C", "C", "C", "C", "S", "C", "C", "C", "C", "S", "H", "H", "H", "H", "H", "H", "H", "H", "H"], "xyz": [[0.11, 0.87, 0.63], [-1.32, 4.37, 1.01], [-0.88, 3.63, -0.06], [0.38, 3.01, 0.30], [0.66, 3.47, 1.65], [-0.38, 4.25, 2.07], [-2.22, 4.98, 1.03], [-1.35, 3.57, -1.03], [1.19, 2.99, -0.42], [1.59, 3.30, 2.19], [-0.46, 4.73, 3.04], [0.50, -0.05, 4.76], [1.61, -0.88, 5.03], [2.00, -1.12, 6.34], [3.10, -1.94, 6.60], [3.82, -2.50, 5.56], [3.43, -2.25, 4.25], [2.32, -1.46, 3.99], [1.84, -1.20, 2.31], [0.79, 0.12, 2.45], [0.21, 0.45, 3.55], [-0.98, 1.31, 3.40], [-1.66, 1.90, 4.44], [-2.90, 2.49, 4.17], [-3.39, 2.44, 2.89], [-2.60, 1.89, 1.88], [-1.42, 1.34, 2.12], [-0.05, 0.24, 5.55], [1.45, -0.67, 7.16], [3.39, -2.13, 7.62], [4.68, -3.12, 5.76], [3.97, -2.68, 3.41], [-1.26, 1.91, 5.44], [-3.46, 2.95, 4.97], [-4.37, 2.83, 2.65], [-2.96, 1.81, 0.87], [-4.18, -4.54, -3.34], [-4.84, -3.42, -2.53], [-5.81, -2.64, -3.42], [-5.65, -4.05, -1.38], [-3.75, -2.49, -2.01], [-3.33, -2.51, -0.69], [-2.37, -1.61, -0.27], [-1.70, -1.71, 1.52], [-1.79, -0.65, -1.10], [-1.02, 0.30, -0.54], [-2.10, -0.73, -2.48], [-3.09, -1.62, -2.87], [-1.30, 0.05, -3.53], [-1.78, -0.25, -4.96], [0.16, -0.43, -3.43], [-1.40, 1.57, -3.32], [-4.93, -5.23, -3.73], [-3.49, -5.12, -2.71], [-3.61, -4.14, -4.18], [-6.64, -3.29, -3.72], [-5.33, -2.28, -4.33], [-6.23, -1.79, -2.89], [-6.49, -4.61, -1.79], [-6.05, -3.28, -0.72], [-5.05, -4.74, -0.79], [-3.73, -3.22, 0.03], [-3.34, -1.66, -3.92], [-1.66, -1.30, -5.21], [-1.18, 0.33, -5.66], [-2.83, 0.03, -5.10], [0.19, -1.52, -3.52], [0.60, -0.15, -2.48], [0.76, 0.00, -4.23], [-2.43, 1.90, -3.43], [-0.79, 2.08, -4.07], [-1.05, 1.85, -2.33], [1.63, 0.55, -0.08], [3.03, 0.55, -0.37], [3.62, -0.84, -0.24], [4.87, -1.20, 0.17], [5.08, -2.61, 0.08], [4.00, -3.27, -0.40], [2.71, -2.20, -0.79], [3.21, 1.00, -1.81], [2.38, 1.75, -2.58], [2.93, 2.06, -3.85], [4.17, 1.53, -4.02], [4.68, 0.64, -2.65], [3.71, 1.61, 0.51], [4.09, 2.86, 0.10], [4.67, 3.64, 1.14], [4.74, 2.97, 2.31], [4.10, 1.39, 2.19], [5.61, -0.50, 0.51], [6.01, -3.09, 0.36], [3.88, -4.33, -0.58], [1.39, 2.07, -2.26], [2.42, 2.65, -4.60], [4.82, 1.61, -4.88], [3.96, 3.22, -0.90], [5.02, 4.65, 0.99], [5.14, 3.31, 3.26]], "orbital_gap_ev": 6.671, "e_above_lowest_kj_mol": 8.70, "total_charge": 1, "fmax_ev_per_a": 2.57, "homo_energy_ev": -10.38}